{"formula": "C49H142N6O25", "method": "ωB97M-V with the def2-TZVPD basis set", "total_charge": 0, "total_energy_ha": -4161.0773, "de_lowest_kj_mol": 138.4, "homo_energy_ev": -8.12, "spin_multiplicity": 1, "homo_lumo_gap_ev": 8.3654, "max_force_ev_per_a": 2.65, "elements": ["C", "O", "H", "H", "H", "H", "C", "O", "H", "H", "H", "H", "C", "O", "H", "H", "H", "H", "C", "O", "H", "H", "H", "H", "C", "O", "H", "H", "H", "H", "C", "O", "H", "H", "H", "H", "C", "O", "H", "H", "H", "H", "C", "O", "H", "H", "H", "H", "C", "O", "H", "H", "H", "H", "C", "O", "H", "H", "H", "H", "C", "O", "H", "H", "H", "H", "C", "O", "H", "H", "H", "H", "C", "O", "H", "H", "H", "H", "C", "O", "C", "C", "N", "C", "C", "O", "C", "H", "H", "H", "H", "H", "H", "H", "H", "H", "H", "H", "H", "H", "H", "H", "C", "O", "C", "C", "N", "C", "C", "O", "C", "H", "H", "H", "H", "H", "H", "H", "H", "H", "H", "H", "H", "H", "H", "H", "C", "O", "C", "C", "N", "C", "C", "O", "C", "H", "H", "H", "H", "H", "H", "H", "H", "H", "H", "H", "H", "H", "H", "H", "C", "O", "C", "C", "N", "C", "C", "O", "C", "H", "H", "H", "H", "H", "H", "H", "H", "H", "H", "H", "H", "H", "H", "H", "C", "O", "C", "C", "N", "C", "C", "O", "C", "H", "H", "H", "H", "H", "H", "H", "H", "H", "H", "H", "H", "H", "H", "H", "C", "O", "C", "C", "N", "C", "C", "O", "C", "H", "H", "H", "H", "H", "H", "H", "H", "H", "H", "H", "H", "H", "H", "H"], "xyz": [[20.36520, 27.94244, 10.01813], [19.90883, 27.20842, 8.92694], [20.07146, 28.98842, 9.93020], [20.00569, 27.63086, 10.99884], [21.45020, 27.83836, 10.02540], [19.91541, 27.71376, 8.11074], [15.77370, 19.63289, 10.90838], [16.94058, 19.98852, 10.20420], [15.87537, 19.74788, 11.98752], [14.87994, 20.19812, 10.64420], [15.52426, 18.60318, 10.65232], [17.28518, 20.79144, 10.60190], [20.50935, 25.49186, 19.24302], [20.32685, 24.84878, 17.98584], [19.57231, 25.83038, 19.68512], [21.07267, 24.97294, 20.01857], [21.13464, 26.33708, 18.95541], [21.14186, 24.65500, 17.51698], [15.74128, 26.61308, 14.88420], [14.85770, 26.10716, 13.88934], [16.01979, 25.79452, 15.54790], [16.63723, 26.88160, 14.32450], [15.40496, 27.45860, 15.48428], [13.96164, 26.08822, 14.23330], [16.45295, 19.96816, 19.47218], [15.42064, 20.33770, 20.36622], [16.90445, 20.87930, 19.07966], [17.13763, 19.31834, 20.01720], [16.06658, 19.49706, 18.56836], [15.68514, 21.12318, 20.85062], [20.53169, 20.36579, 19.98077], [21.03370, 19.08745, 20.21078], [21.04675, 21.13568, 20.55530], [20.71817, 20.51224, 18.91688], [19.45020, 20.47708, 20.05892], [21.93846, 19.18708, 20.51587], [16.92793, 23.84008, 18.05154], [18.06631, 23.18050, 17.58022], [16.86042, 23.74540, 19.13533], [16.88870, 24.86036, 17.66996], [16.03329, 23.36538, 17.64860], [18.82694, 23.71328, 17.82354], [16.76214, 27.78856, 11.17594], [15.58475, 27.04242, 11.24002], [17.19067, 27.91146, 10.18127], [16.53468, 28.78446, 11.55610], [17.53572, 27.38990, 11.83228], [15.61747, 26.68134, 12.12894], [22.82468, 22.85968, 17.47536], [22.77296, 24.04252, 16.75802], [22.46453, 22.01364, 16.89004], [23.82913, 22.70816, 17.87061], [22.16295, 22.92134, 18.33930], [23.23820, 23.91726, 15.92768], [12.66869, 24.43442, 15.43216], [12.50782, 25.87106, 15.35610], [12.94708, 24.14760, 16.44622], [11.71869, 23.95018, 15.20608], [13.38086, 24.05754, 14.69808], [11.62168, 26.10962, 15.63794], [19.27429, 24.69280, 11.00178], [20.13336, 24.62780, 9.87806], [18.83881, 23.70242, 11.13438], [19.89011, 24.85282, 11.88680], [18.60149, 25.53782, 10.85548], [20.19698, 25.49140, 9.46360], [18.89438, 23.88750, 14.49022], [17.86332, 23.02620, 14.92616], [19.75627, 23.73928, 15.14082], [19.19672, 23.57350, 13.49116], [18.57076, 24.92822, 14.50686], [17.88199, 23.04782, 15.88574], [16.00589, 23.74882, 12.03580], [16.76223, 22.58064, 12.36510], [16.55098, 24.69134, 12.08718], [15.67766, 23.62312, 11.00402], [15.18258, 23.92720, 12.72750], [16.88143, 22.60450, 13.31738], [14.09909, 11.86854, 15.40552], [14.30737, 13.08240, 16.08572], [15.12615, 13.88448, 15.18502], [15.39782, 15.21074, 15.84138], [14.09075, 15.93202, 15.98152], [14.20630, 17.20038, 16.67936], [14.85071, 18.30191, 15.75926], [14.28798, 19.58632, 16.06224], [15.05038, 20.68858, 15.70730], [14.92585, 11.46864, 14.81846], [13.25213, 12.11564, 14.76546], [13.67286, 11.17752, 16.13281], [14.65413, 14.09368, 14.22506], [16.07997, 13.41206, 14.95020], [16.16080, 15.83170, 15.37196], [15.86566, 15.01556, 16.80634], [13.39826, 15.41976, 16.50893], [14.67693, 17.01766, 17.64538], [13.16500, 17.43817, 16.89670], [14.62235, 18.10410, 14.71196], [15.91711, 18.19948, 15.96022], [15.01970, 20.83874, 14.62812], [16.03894, 20.63854, 16.16374], [14.59923, 21.61464, 16.06361], [10.36084, 32.32444, 15.90826], [11.37991, 33.20904, 16.54328], [12.22857, 32.68812, 17.51958], [13.34786, 31.75020, 16.95508], [14.04855, 31.05532, 18.00161], [14.88305, 30.01570, 17.34289], [15.88012, 29.45508, 18.40214], [16.58732, 28.34012, 17.85906], [17.61691, 27.92564, 18.70813], [9.62100, 31.98528, 16.63334], [10.72796, 31.47152, 15.33746], [9.85079, 32.94852, 15.17446], [11.65994, 32.30538, 18.36708], [12.75886, 33.53258, 17.95980], [14.08517, 32.32892, 16.39870], [12.96161, 30.93752, 16.33991], [13.38553, 30.64848, 18.64580], [15.38515, 30.52590, 16.52090], [14.22466, 29.28692, 16.87014], [15.37120, 29.19896, 19.33140], [16.48340, 30.29128, 18.75560], [18.33474, 28.70218, 18.97231], [18.11759, 27.06692, 18.26090], [17.16666, 27.61674, 19.65152], [18.96065, 19.25894, 16.69010], [18.78959, 17.88381, 16.84102], [19.60769, 17.32324, 17.86742], [19.17557, 15.83760, 18.02160], [19.69082, 14.96990, 16.97754], [19.02676, 13.65460, 16.97068], [19.24973, 12.87880, 15.66220], [18.94199, 13.69840, 14.50874], [18.93049, 12.96452, 13.29046], [18.12506, 19.78786, 16.23168], [19.88202, 19.46911, 16.14697], [19.07054, 19.71394, 17.67448], [19.40240, 17.85832, 18.79460], [20.65504, 17.40398, 17.57650], [18.08605, 15.84374, 17.98994], [19.55527, 15.45918, 18.97068], [19.46970, 15.38418, 16.08335], [17.96242, 13.78512, 17.16626], [19.38564, 13.02466, 17.78460], [18.54580, 12.04774, 15.70596], [20.25494, 12.46136, 15.60388], [19.49607, 13.59752, 12.60668], [17.90165, 12.71392, 13.03206], [19.49979, 12.03510, 13.30396], [28.02307, 22.04730, 13.09392], [27.11518, 22.54678, 14.06364], [26.04120, 21.64684, 14.24642], [24.88120, 22.38224, 14.96050], [24.19662, 23.50646, 14.29322], [23.14360, 23.06360, 13.35878], [22.92214, 24.20536, 12.34170], [24.06984, 24.64456, 11.70402], [23.68380, 25.35696, 10.53508], [28.86300, 22.73922, 13.03186], [27.67793, 21.94522, 12.06506], [28.52665, 21.13184, 13.40450], [26.40483, 20.79206, 14.81670], [25.56795, 21.32118, 13.32010], [25.31067, 22.76394, 15.88678], [24.12837, 21.63294, 15.20526], [24.90781, 23.93926, 13.72136], [22.32614, 22.70432, 13.98390], [23.50842, 22.23738, 12.74856], [22.44996, 25.09662, 12.75494], [22.20716, 23.79430, 11.62900], [23.12626, 24.74174, 9.82886], [24.58694, 25.76218, 10.07874], [23.08839, 26.21602, 10.84430], [23.53854, 31.69482, 9.73742], [23.14354, 30.53006, 10.43317], [23.99640, 30.26838, 11.52914], [23.64829, 29.02280, 12.37832], [22.42448, 29.23284, 13.12582], [22.05913, 27.89770, 13.59696], [20.79595, 27.88512, 14.40606], [19.71472, 28.20120, 13.52800], [18.72395, 28.97388, 14.14720], [23.24545, 32.57606, 10.30804], [22.91947, 31.77322, 8.84372], [24.59814, 31.80888, 9.50865], [23.90306, 31.13372, 12.18530], [25.01129, 30.22130, 11.13430], [24.47454, 28.87512, 13.07374], [23.66804, 28.12246, 11.76424], [21.76909, 29.62070, 12.46240], [22.85977, 27.54546, 14.24736], [21.91868, 27.28214, 12.70846], [20.91992, 28.56684, 15.24748], [20.73102, 26.87178, 14.80232], [18.34804, 28.54732, 15.07716], [17.90466, 29.01786, 13.42960], [19.09782, 29.98116, 14.33074], [20.05674, 16.92266, 13.43486], [20.39790, 18.26968, 13.47264], [19.40381, 19.02307, 12.83660], [19.92750, 20.52068, 12.87898], [20.78069, 20.96342, 11.78082], [20.16794, 20.88612, 10.42998], [21.13928, 21.16632, 9.26043], [22.08481, 20.11802, 9.06570], [22.90386, 20.43668, 7.90202], [20.69190, 16.34304, 14.10472], [20.21137, 16.49120, 12.44590], [19.02337, 16.72421, 13.71922], [18.43682, 18.94443, 13.33344], [19.10437, 18.63948, 11.86124], [20.45070, 20.56246, 13.83428], [19.07785, 21.17854, 13.06176], [21.70478, 20.55916, 11.72848], [19.30484, 21.55180, 10.43538], [19.77186, 19.89960, 10.18916], [21.60044, 22.14246, 9.41076], [20.48803, 21.34598, 8.40504], [23.77571, 19.78468, 7.84850], [23.32300, 21.44048, 7.97154], [22.38512, 20.32243, 6.95020]], "forces_ev_per_a": [[0.9902, 1.1563, 0.3713], [-1.1069, -1.0565, -0.4870], [0.2326, 0.1749, 0.0085], [-0.4167, -0.6022, -0.3056], [0.2424, 0.4825, 0.3283], [0.1097, 0.1069, 0.2064], [-0.5382, -0.3045, 0.1285], [-0.0168, -0.0059, -0.0407], [0.2094, -0.1876, 0.1146], [0.0601, 0.4501, -0.3106], [0.2477, -0.1194, 0.1643], [-0.0228, 0.2465, 0.1144], [1.2921, 0.9597, -0.8871], [-1.7655, -0.8335, 0.7257], [-0.1043, -0.1554, -0.4238], [-0.0735, -0.7043, -0.1952], [-0.1488, 0.6149, 0.7603], [0.7421, 0.1547, -0.0961], [0.4627, -0.7291, -0.4414], [0.1691, 0.4410, -0.0044], [0.0774, 0.0045, 0.3127], [0.1562, 0.2479, 0.2404], [-0.3030, 0.0274, -0.2465], [-0.3223, 0.2686, 0.1226], [0.0285, 0.6483, -0.0319], [-0.7899, -0.0743, 0.0100], [0.6763, -0.0374, 0.1104], [0.3994, -0.0319, -0.4492], [-0.3664, -0.4195, 0.3368], [0.0684, -0.0908, -0.0523], [0.2459, 0.8288, -1.5788], [0.0123, -1.0239, 1.1291], [-0.1616, 0.0715, 0.1169], [0.0333, 0.8839, -0.2062], [-0.0040, -0.4773, 0.6241], [-0.0296, -0.1859, 0.0074], [-0.8433, -0.0184, -0.0964], [0.0228, -0.7279, -0.1564], [-0.0321, 0.4735, 0.1490], [0.0534, 0.3164, 0.4511], [0.0681, -0.2831, -0.0882], [0.8266, 0.3188, -0.0120], [0.3936, 1.0422, 0.3909], [0.1459, -0.5491, -0.4247], [-0.3012, -0.3589, -0.1902], [0.2283, 0.4647, -0.0500], [0.2509, -0.2102, -0.0499], [-0.9084, -0.3583, 0.2548], [-0.0140, -0.7075, 0.8530], [-0.8442, 1.0083, 0.2966], [0.2304, -0.2598, -0.0490], [0.1208, -0.4336, -0.0751], [-0.1076, 0.1579, 0.0451], [0.4971, 0.3211, -0.9598], [-0.9528, 0.1153, 0.3065], [0.4858, -0.6007, -0.2133], [0.2429, -0.0551, -0.0513], [-0.0508, -0.0651, -0.0161], [0.1811, 0.4479, 0.1253], [0.0319, -0.0812, -0.0442], [1.0292, 0.0793, -0.3017], [0.4479, -0.7485, -0.2487], [-0.5949, 0.2982, -0.1109], [-0.0475, 0.3208, 0.3462], [-0.5406, -0.3887, 0.3427], [-0.1923, 0.2137, -0.1710], [0.2438, -0.5142, 0.0371], [-0.4529, -0.1596, -0.8838], [0.2699, 0.3163, 0.0662], [-0.1326, 0.2130, -0.0206], [0.1218, 0.1888, -0.1304], [-0.0669, -0.1636, 0.7014], [-0.0052, -0.1321, -0.1448], [-0.2789, 0.4148, -0.3645], [0.6292, -0.1331, -0.0657], [-0.2378, 0.0959, 0.1468], [-0.3020, -0.4037, -0.1736], [0.3606, -0.1291, 0.5100], [-2.2261, 0.1723, 0.4019], [2.2400, 0.7664, -1.1987], [0.2173, 0.7545, 0.5823], [-1.4295, 0.1726, 1.0260], [1.2841, 0.0347, -0.5756], [-0.8605, 0.3369, -1.0200], [-0.8137, -0.4228, 1.1380], [-0.2818, -0.9703, 1.0095], [-0.0325, 0.5426, -0.2692], [0.2156, 0.0573, 0.3190], [0.0202, -0.5859, -0.8224], [0.5000, -0.3474, -0.0177], [-0.5762, -0.3185, -0.0479], [0.1101, -0.4563, 0.2468], [-0.3712, -0.0090, -0.7304], [-0.1120, -0.1433, 0.5846], [0.3665, -0.7532, -0.1911], [0.6049, 0.6772, 0.1603], [0.0441, 0.6551, 0.0320], [0.1451, -0.4264, -0.0569], [0.3827, 0.7327, -0.2740], [0.7747, -0.2299, -0.3579], [0.3699, 0.0286, -0.4474], [-0.3665, -0.1691, 0.5075], [0.8357, 1.1561, 0.6216], [-1.4457, -0.7799, -1.5557], [1.0687, -0.2929, -0.2689], [-1.1887, 0.0364, 0.6662], [1.2468, -0.1523, 0.2591], [-0.0627, 0.5316, 1.6107], [-0.8596, 0.1224, -1.0633], [-0.1698, 1.1669, -0.1312], [-0.2086, -0.4992, 0.5633], [0.1241, -0.0172, 0.2317], [0.6015, -0.0442, 0.3269], [0.0979, 0.2017, 0.2250], [-0.0922, -0.8175, 0.0010], [-0.0425, 0.2719, -0.1626], [-0.2649, 0.1295, -0.2125], [-0.6624, 0.4272, -0.8626], [-0.0165, -0.2713, 0.0230], [0.4138, -0.1273, 0.1266], [0.1554, -0.6281, 0.1112], [-0.5076, -0.5899, 0.0049], [0.7526, 0.0280, -0.5175], [0.1606, 0.2600, -0.3615], [0.0404, 0.1443, -0.0820], [0.0510, -0.2999, 0.3524], [0.6864, 0.5810, 0.6210], [-0.6492, -0.5921, -0.2773], [-0.8803, -0.9820, -0.5197], [0.6629, 0.8505, -0.2326], [0.1154, -0.5586, -0.3904], [0.4319, 0.5207, -0.4578], [-0.8160, 0.6741, 0.1232], [0.4129, -0.8058, 1.1641], [0.5798, 0.3915, 0.3496], [-0.1313, -0.5739, -0.3461], [0.0959, 0.1479, -0.3043], [-0.0017, 0.2036, 0.2420], [0.2461, -0.0153, 0.1485], [0.2228, 0.0267, 0.1936], [-0.3568, -0.0223, 0.4332], [-0.2419, 0.0615, 0.2084], [0.0465, 0.2149, -0.2456], [-0.4403, -0.0834, -0.2209], [0.2442, 0.0055, 0.1067], [-0.0661, -0.3082, -0.1452], [0.2138, 0.2169, -0.1470], [-0.6978, -0.0007, -0.5814], [0.0236, 0.2410, -0.4561], [0.0655, -0.1906, 0.5066], [1.3533, 0.6178, 0.2955], [-0.1185, -0.3828, -1.0827], [-1.2864, 1.0205, 0.0505], [0.6303, -0.2483, 0.7120], [0.5994, -0.9181, -0.0925], [1.7579, 0.9021, -0.3183], [-2.1948, -0.7418, 0.8605], [0.9157, -0.4945, -0.6994], [0.6736, 0.4010, 0.3844], [-0.1631, 0.3888, 0.1127], [-0.7349, -0.0842, 0.1431], [-0.4454, -0.4821, 0.1561], [-0.3054, -0.2215, 0.1214], [0.6166, -0.2919, -0.5741], [-0.1220, 0.0179, 0.2526], [-0.0148, -0.0984, 0.1660], [0.1771, 0.6112, 0.0114], [-0.5788, 0.3872, -0.5995], [-0.0841, -0.4181, -0.0340], [-0.3199, -0.0270, 0.5973], [-0.1625, -0.0022, -0.3261], [-0.0581, -0.0854, 0.0519], [0.0410, -0.2201, -0.0514], [-0.3761, 0.0584, -0.1564], [-1.1639, 0.5543, 0.2125], [-0.0273, -0.7020, -0.4651], [0.0585, 0.0491, 0.5238], [0.8029, 1.5671, -0.8905], [0.7656, -0.4292, -0.0352], [-0.7216, 0.9794, -0.0700], [0.4516, -0.3292, -0.6170], [0.5835, -0.3810, 0.6689], [-0.4467, 0.2441, -0.4151], [0.1581, 0.2383, 0.3840], [0.2917, -0.3362, -0.2026], [0.1499, -0.5438, -0.0487], [0.3403, 0.1657, 0.3671], [0.3082, -0.1933, 0.2359], [0.1404, 0.1575, 0.1479], [-0.3458, -0.1717, -0.3511], [-0.6113, -0.2467, 0.0896], [0.1860, -0.2514, -0.2519], [0.1055, -0.7096, 0.1547], [-0.3897, 0.3199, -0.0259], [-0.5944, -0.1957, 0.1812], [0.0490, -0.1499, 0.1593], [-0.0903, 0.1800, 0.1645], [-0.0419, 0.1897, 0.1553], [0.3327, -1.1985, 0.1243], [-0.1400, -0.2165, 0.0135], [0.0375, 1.9209, -0.0082], [-0.3925, -1.5657, -0.1893], [-0.4221, 0.4794, -0.8600], [0.8054, -0.6193, 0.3234], [-1.0123, 0.7463, 0.9555], [0.3971, 0.8220, -1.1681], [0.0693, -0.3434, 0.8169], [0.1021, 0.2290, 0.1857], [-0.0666, 0.0555, -0.3812], [-0.2368, 0.1782, 0.1476], [-0.0995, 0.1243, 0.8711], [0.7471, 0.0626, -0.5867], [0.4418, 0.0591, -0.0962], [-0.1292, 0.2519, -0.6676], [-0.1265, -0.4090, 0.4643], [0.1806, 0.3497, -0.3635], [-0.1850, -0.3412, 0.2674], [0.5805, 0.0532, 0.2016], [0.0288, -0.4608, -0.4864], [-0.2240, -0.3424, 0.3980], [-0.2635, 0.2683, 0.0848], [-0.4439, 0.0902, 0.1168]]}